1.
The following is a DFT calculation (the ωB97M-V functional and the def2-TZVPD basis) of a cluster of 2 separate species, CH7IN3 in total.

Element x y z (Å)
I1 3.2084 0.4711 0.5427
N1 -0.2776 -0.3830 0.9533
N2 -0.2076 1.0445 -0.8984
N3 -1.8163 -0.6206 -0.6113
C1 -0.7287 0.0357 -0.2028
H1 -0.4182 1.0245 -1.8393
H2 0.5526 -0.1533 1.5182
H3 -0.8707 -1.0205 1.4750
H4 0.6398 1.5234 -0.7532
H5 -2.3066 -1.4829 -0.2778
H6 -1.9469 -0.6227 -1.6691
H7 4.1718 0.1837 1.7627

## Properties
frontier orbital gap: 10.381 eV
charge: +1
relative energy (zero: lowest compared OMol25 entry of this formula, charge and spin): 0.7006 eV
HOMO level: -13.7 eV
2S+1: 1
maximum force: 4.74 eV/A

Results of the Mulliken charge analysis, in e, for atoms 1 through 4: -0.09, -0.26, -0.31, -0.47

***

2.
The following is a DFT calculation (the ωB97M-V functional and the def2-TZVPD basis) of a cluster of 2 separate species, CH7N2 in total.

Element x y z (Å)
N1 0.5882 1.7136 -0.2623
N2 0.0454 -0.7524 0.4907
C1 -0.7562 -1.5066 -0.1828
H1 1.1105 2.1877 0.4776
H2 -0.2196 2.2923 -0.4893
H3 1.2034 1.6879 -1.0750
H4 0.3076 0.7143 0.1491
H5 -1.8437 -1.4167 -0.0210
H6 -0.4583 -2.2925 -0.8863
H7 -0.0284 -0.9238 1.4975

## Properties
frontier orbital gap: 8.967 eV
charge: +1
relative energy (zero: lowest compared OMol25 entry of this formula, charge and spin): 2.0107 eV
HOMO level: -13.9 eV
2S+1: 1
maximum force: 2.73 eV/A

Results of the Mulliken charge analysis, in e, for atoms 1 through 4: -0.53, -0.65, -0.12, 0.39

***

3.
The following is a DFT calculation (the ωB97M-V functional and the def2-TZVPD basis) of a cluster of 2 separate species, CH7N2O in total.

Element x y z (Å)
O1 -0.0914 1.3038 2.2475
N1 0.9763 -0.4453 0.3349
N2 -0.8763 0.1232 -1.3589
C1 0.2269 -0.8590 -0.7904
H1 -1.5282 0.0770 -0.5232
H2 -0.3685 1.0093 -1.2757
H3 -0.3022 -1.8395 -0.6348
H4 0.9217 -1.1171 -1.6721
H5 0.1825 0.5803 1.4771
H6 1.9292 -0.1846 0.0600
H7 -1.0699 1.3518 2.1356

## Properties
frontier orbital gap: 7.244 eV
charge: -1
relative energy (zero: lowest compared OMol25 entry of this formula, charge and spin): 0.8306 eV
HOMO level: -2.3 eV
2S+1: 1
maximum force: 2.39 eV/A

Results of the Mulliken charge analysis, in e, for atoms 1 through 4: -0.84, -0.76, -0.82, -0.39

***

4.
The following is a DFT calculation (the ωB97M-V functional and the def2-TZVPD basis) of a cluster of 2 separate species, CH7N2O2Si in total.

Element x y z (Å)
Si1 -0.5437 1.4925 -2.0314
O1 0.9387 -0.8861 2.7306
O2 1.1150 0.4738 -0.3528
N1 0.8621 -1.3798 1.4792
N2 -0.1870 0.2734 -0.5109
C1 -0.9389 -0.2832 0.2805
H1 0.6593 -2.3928 1.2926
H2 1.4742 -0.0202 0.4940
H3 0.2142 2.8353 -1.9675
H4 -1.9989 1.1765 -1.9863
H5 0.1815 -1.3131 3.2372
H6 -1.9055 -0.5947 0.2889
H7 0.1290 0.6185 -2.9543

## Properties
frontier orbital gap (alpha / beta): 8.700 / 9.271 eV
charge: +1
relative energy (zero: lowest compared OMol25 entry of this formula, charge and spin): 4.8595 eV
HOMO level (alpha / beta): -14.5 / -14.3 eV
2S+1: 1
maximum force: 3.83 eV/A

Results of the Mulliken charge analysis, in e, for atoms 1 through 4: 0.37, -0.23, -0.45, -0.40

***

5.
The following is a DFT calculation (the ωB97M-V functional and the def2-TZVPD basis) of the ion CH7N2O2Si with charge +1.

Element x y z (Å)
Si1 -2.2307 0.3492 -0.1715
O1 3.0478 0.4339 0.0177
O2 -0.4219 -1.7220 0.0283
N1 -0.4383 -0.2033 0.2655
N2 1.7902 -0.1999 -0.0284
C1 0.6593 0.3780 0.1981
H1 -2.0288 1.8687 -0.3469
H2 -0.8960 -2.0510 0.8074
H3 2.0353 -1.1176 0.1477
H4 3.2258 0.8645 -0.9163
H5 0.5294 1.4452 0.3836
H6 -2.5045 -0.1448 -1.4787
H7 -2.7677 0.0991 1.0933

## Properties
frontier orbital gap: 11.542 eV
charge: +1
relative energy (zero: lowest compared OMol25 entry of this formula, charge and spin): 0.9957 eV
HOMO level: -15.1 eV
2S+1: 1
maximum force: 7.08 eV/A
structure (SMILES): O/[NH+]=C/N(O)[SiH3]

Results of the Mulliken charge analysis, in e, for atoms 1 through 4: 0.40, -0.40, -0.44, 0.03

***

6.
The following is a DFT calculation (the ωB97M-V functional and the def2-TZVPD basis) of an isolated molecule of CH7N2OPS.

Element x y z (Å)
S1 -1.9301 1.3032 -0.0505
P1 -0.8862 -0.3148 -0.1343
O1 1.1513 0.1479 -0.0195
N1 -0.9168 -1.3941 1.1197
N2 -1.0102 -1.3137 -1.5122
C1 1.4231 1.4942 0.1685
H1 -0.6030 -0.5754 -2.1360
H2 0.4578 2.1302 0.1333
H3 2.1223 1.9008 -0.7187
H4 1.6495 1.6101 1.1833
H5 0.0186 -1.9597 1.2608
H6 -0.3382 -2.0454 -1.2661
H7 -1.1380 -0.9834 1.9716

## Properties
frontier orbital gap: 10.159 eV
charge: 0
relative energy (zero: lowest compared OMol25 entry of this formula, charge and spin): 1.3495 eV
HOMO level: -9.6 eV
2S+1: 1
maximum force: 4.13 eV/A
structure (SMILES): COP(N)(N)=S

Results of the Mulliken charge analysis, in e, for atoms 1 through 4: -0.35, 0.64, -0.49, -0.60

***

7.
The following is a DFT calculation (the ωB97M-V functional and the def2-TZVPD basis) of a cluster of 2 separate species, CH7N3O in total.

Element x y z (Å)
O1 1.8232 -0.3394 1.2081
N1 -0.4679 0.0069 0.1922
N2 0.9576 1.5085 -0.4603
N3 -0.0064 0.7272 -0.7906
C1 -1.6834 -0.7641 -0.2784
H1 -2.6115 -0.2060 -0.1390
H2 2.4653 -0.9691 0.8751
H3 1.3390 1.9364 -1.3040
H4 -1.5427 -1.0371 -1.3215
H5 1.7816 0.5310 0.5270
H6 -1.7115 -1.6716 0.3272
H7 -0.3433 0.2773 1.1641

## Properties
frontier orbital gap: 10.424 eV
charge: 0
relative energy (zero: lowest compared OMol25 entry of this formula, charge and spin): 3.5126 eV
HOMO level: -9.4 eV
2S+1: 1
maximum force: 3.58 eV/A
structure (SMILES): [H]/N=N/NC.O

Results of the Mulliken charge analysis, in e, for atoms 1 through 4: -0.75, 0.08, -0.66, -0.04

***

8.
The following is a DFT calculation (the ωB97M-V functional and the def2-TZVPD basis) of a cluster of 2 separate species, CH7N3O2 in total.

Element x y z (Å)
O1 0.3009 1.9058 -2.1322
O2 -0.3424 0.4707 1.8768
N1 0.5966 1.1358 -0.9781
N2 0.6043 -0.8634 0.3761
N3 0.7307 0.2814 1.0184
C1 -0.6989 -1.5282 0.2949
H1 -0.5757 -2.4077 -0.3334
H2 -0.0580 1.2255 2.4081
H3 -0.6618 1.8814 -2.1870
H4 -1.0144 -1.8400 1.2881
H5 1.6112 1.2570 -0.9049
H6 0.9656 -0.6526 -0.5959
H7 -1.4580 -0.8658 -0.1308

## Properties
frontier orbital gap (alpha / beta): 9.604 / 7.417 eV
charge: 0
relative energy (zero: lowest compared OMol25 entry of this formula, charge and spin): 6.0986 eV
HOMO level (alpha / beta): -8.7 / -7.0 eV
2S+1: 1
maximum force: 2.56 eV/A

Results of the Mulliken charge analysis, in e, for atoms 1 through 4: -0.44, -0.41, -0.32, -0.03

***

9.
The following is a DFT calculation (the ωB97M-V functional and the def2-TZVPD basis) of the ion CH7N4S with charge +1.

Element x y z (Å)
S1 1.9742 -0.1241 -0.9627
N1 -0.2804 -1.8428 -0.7636
N2 0.9176 0.0450 0.2756
N3 1.4437 0.6302 1.5410
N4 -1.3822 -0.8163 1.0657
C1 -0.5355 -0.9688 0.2011
H1 1.2576 -0.0574 2.3159
H2 -1.6801 -0.0647 1.6977
H3 0.6279 -1.7412 -1.2629
H4 1.2531 1.6284 1.7563
H5 1.7235 1.0667 -1.6318
H6 -1.1232 -2.3134 -1.2392
H7 2.4771 0.6472 1.3633

## Properties
frontier orbital gap: 9.889 eV
charge: +1
relative energy (zero: lowest compared OMol25 entry of this formula, charge and spin): 2.5094 eV
HOMO level: -13.7 eV
2S+1: 1
maximum force: 2.56 eV/A
structure (SMILES): [H]/N=C(/N)N([NH3+])S

Results of the Mulliken charge analysis, in e, for atoms 1 through 4: -0.29, -0.32, -0.20, -0.34

***

10.
The following is a DFT calculation (the ωB97M-V functional and the def2-TZVPD basis) of the ion CH7N4S with charge +1.

Element x y z (Å)
S1 -0.3372 1.0493 -0.3957
N1 2.0270 0.6594 0.5602
N2 -2.5031 -0.0232 0.6459
N3 1.2230 -1.0832 -0.6629
N4 -1.7601 -0.0740 -0.4506
C1 1.1618 0.0903 -0.2024
H1 0.6135 -1.4873 -1.3941
H2 2.1210 -1.5578 -0.8377
H3 2.9907 0.2664 0.7235
H4 -2.3715 0.3498 -1.2457
H5 1.8854 1.5459 1.0393
H6 -2.2233 -0.6464 1.3740
H7 -2.8273 0.9109 0.8462

## Properties
frontier orbital gap (alpha / beta): 6.560 / 6.503 eV
charge: +1
relative energy (zero: lowest compared OMol25 entry of this formula, charge and spin): 3.2305 eV
HOMO level (alpha / beta): -9.5 / -13.6 eV
⟨S²⟩: 2.01
2S+1: 3
maximum force: 6.84 eV/A

Results of the Mulliken charge analysis, in e, for atoms 1 through 4: -0.19, -0.40, -0.22, -0.38